*P*
Molecular formula: C23H35N3O4S
Method: DFT, ωB97M-V/def2-TZVPD

Computed properties:
**Total charge**: 0
**Multiplicity**: 1
**HOMO energy**: -0.31282 Ha
**SMILES**: CC[C@H](C)NC(=O)[C@H]1CC[C@@H](CNS(=O)(=O)c2ccc3c(c2)C[C@H](C)N3C(C)=O)CC1
**Frontier orbital gap**: 9.12 eV

The geometry in XYZ format:
```
66
C23H35N3O4S | the OMol25 dataset | ωB97M-V/def2-TZVPD
H 0.313 -0.951 5.008
H 1.607 1.589 -4.125
H 0.487 -1.267 -4.830
H 4.030 1.725 -1.320
H 1.574 2.044 -1.752
H 0.569 2.646 3.924
C 3.988 -0.422 -1.397
H 0.661 -3.620 -2.177
H 2.387 1.235 2.689
C -3.126 0.022 0.860
H -1.653 1.781 -1.630
C -0.191 2.062 3.399
C 0.358 1.618 2.049
C 1.190 -0.513 3.094
H 3.183 1.837 0.743
O -5.062 1.262 2.179
H 3.220 2.128 -3.656
C -1.874 -2.724 -1.471
H 2.914 0.417 -3.962
C 1.563 0.684 2.221
H -1.200 -1.364 -5.353
O -1.010 1.216 -3.697
H 3.281 -1.230 -1.235
H 0.652 2.495 1.467
H 4.372 -0.477 -2.411
C -2.214 -1.457 -0.749
C 1.964 0.226 0.824
C 0.611 -0.071 4.435
H -3.263 -2.099 1.025
H -1.376 -3.444 -0.823
C 2.490 1.328 -3.548
H -2.153 -0.613 4.460
O -4.402 -0.991 2.924
N 2.876 1.026 0.233
O 1.467 -0.748 0.291
H 1.195 -2.162 -3.008
H -2.781 -3.190 -1.864
C -1.770 -0.357 -1.491
H -0.859 1.258 5.265
H -1.063 2.698 3.241
C 0.517 -2.545 -2.251
H -3.291 1.511 4.095
C -2.896 -1.277 0.433
C -0.420 -0.694 -4.994
C -1.993 0.940 -1.051
C 3.303 0.921 -1.161
H 4.819 -0.543 -0.705
H -0.233 0.061 -5.752
C -0.585 0.872 4.276
H -1.204 -2.700 -3.555
H -2.902 2.101 0.517
H -1.534 -0.427 2.817
C -2.687 1.115 0.139
H 0.476 -1.129 2.546
C -0.940 -2.242 -2.598
H 2.079 -1.124 3.266
C 2.101 1.148 -2.088
C -0.875 0.011 -3.734
N -2.860 1.022 3.323
N -1.155 -0.791 -2.665
C -1.801 0.120 3.721
H 1.389 0.447 5.002
H 0.769 -2.086 -1.297
H 1.416 0.308 -1.981
S -4.032 0.285 2.372
H -0.418 1.097 1.488
```

*Q*
Molecular formula: C23H35N3O4S
Method: DFT, ωB97M-V/def2-TZVPD

Computed properties:
**Total charge**: 0
**Multiplicity**: 1
**HOMO energy**: -0.29750 Ha
**SMILES**: COc1cc(CN(C(=S)NCC(=O)NC2CCCC2)C2CCCC2)cc(OC)c1OC
**Frontier orbital gap**: 8.77 eV

The geometry in XYZ format:
```
66
C23H35N3O4S | the OMol25 dataset | ωB97M-V/def2-TZVPD
C 0.301 -1.318 -0.827
C 5.217 -0.829 -1.534
H -2.799 4.874 -1.576
C 3.731 0.276 0.082
C -2.999 4.264 0.488
C 1.693 0.542 1.392
H -4.308 2.773 -0.373
H 6.419 0.693 -0.591
H -3.358 -4.896 2.317
H 5.326 0.440 1.573
C -1.481 0.752 1.710
C -1.794 -2.486 -0.453
O -1.648 -0.915 -2.202
C 5.017 -0.225 0.768
C 2.310 -1.698 0.634
H -1.357 5.186 -0.615
H -1.925 2.841 -2.194
C -3.497 2.829 0.354
S 1.790 2.207 1.307
C 6.039 -0.303 -0.361
C -3.987 -1.633 -0.798
C 3.891 -0.072 -1.416
H -0.066 -0.660 -3.516
H -3.580 -3.215 1.763
C -0.356 0.657 2.754
H 3.054 -0.658 -1.792
H -2.368 4.352 1.373
H -3.838 2.399 1.293
H 5.058 -1.903 -1.420
H 3.934 0.850 -1.996
H 0.623 -1.036 2.088
H 5.702 -0.660 -2.494
O -1.772 -4.150 1.363
H -4.988 -2.059 -0.724
H 3.660 1.360 0.193
O -3.099 -2.742 -0.793
H -3.811 4.983 0.575
H 0.588 -3.553 1.692
H 0.873 -0.568 -1.346
N 0.779 -0.044 2.198
H 2.522 -2.168 1.604
H 6.882 -0.947 -0.116
C -2.270 2.089 -0.192
N -1.340 1.791 0.881
H -0.531 2.393 0.994
C -1.021 -1.551 -1.169
C -3.178 -4.197 1.500
H 3.018 -2.102 -0.091
H -2.549 1.142 -0.663
O -2.374 -0.073 1.642
H -0.549 3.042 -1.111
H -0.038 1.652 3.073
C -2.167 4.478 -0.781
H -1.567 0.247 -3.823
C 0.896 -2.029 0.207
C -1.636 3.085 -1.173
H -0.471 0.769 -2.521
H -0.716 0.087 3.612
H 4.856 -1.217 1.190
C -0.880 -0.097 -3.050
N 2.530 -0.261 0.695
H -3.796 -0.983 0.058
C -1.188 -3.205 0.585
H -3.902 -1.061 -1.725
H -3.661 -4.559 0.591
C 0.157 -2.977 0.886
```

Result of the stability comparison: *P* is the most stable of them.

*P*
Molecular formula: C2H3NOS3
Method: DFT, ωB97M-V/def2-TZVPD

Computed properties:
**Total charge**: 0
**Multiplicity**: 1
**HOMO energy**: -0.33969 Ha
**SMILES**: O=C(S)C(=S)NS
**Frontier orbital gap**: 8.22 eV

The geometry in XYZ format:
```
10
C2H3NOS3 | the OMol25 dataset | ωB97M-V/def2-TZVPD
S 0.485 -2.535 -0.934
S -1.003 -0.757 1.396
O 0.467 1.591 -1.153
H 0.448 -0.274 -1.786
C 0.180 1.340 0.004
C -0.167 -0.124 0.181
S 0.146 2.584 1.237
N 0.302 -0.810 -0.996
H -0.141 1.973 2.543
H -0.716 -2.987 -0.491
```

*Q*
Molecular formula: C2H3NOS3
Method: DFT, ωB97M-V/def2-TZVPD

Computed properties:
**Total charge**: 0
**Multiplicity**: 1
**HOMO energy**: -0.32188 Ha
**SMILES**: ONC(=S)C(=S)S
**Frontier orbital gap**: 8.09 eV

The geometry in XYZ format:
```
10
C2H3NOS3 | the OMol25 dataset | ωB97M-V/def2-TZVPD
O 0.295 2.188 -0.925
S -1.488 0.323 1.387
H -0.055 2.719 -0.163
H -2.682 -0.201 1.020
S 1.972 -1.079 0.512
H 2.192 1.540 -0.450
N 1.204 1.289 -0.327
S -1.227 -1.060 -1.306
C 0.882 0.023 -0.024
C -0.608 -0.277 -0.011
```

Result of the stability comparison: *P* is the most stable of them.

*P*
Molecular formula: H6IO3
Method: DFT, ωB97M-V/def2-TZVPD

Computed properties:
**Total charge**: -1
**Multiplicity**: 1
**HOMO energy**: -0.15840 Ha
**Frontier orbital gap**: 7.84 eV

The geometry in XYZ format:
```
10
H6IO3 | the OMol25 dataset | ωB97M-V/def2-TZVPD
O -2.361 1.179 -1.222
O 0.595 1.890 0.473
H 2.643 -2.181 0.145
H -1.781 1.799 -1.642
H 1.333 -2.790 0.479
I -0.798 -1.231 1.069
H 0.139 1.119 0.810
O 2.163 -3.001 0.070
H -0.125 2.566 0.531
H -1.808 0.652 -0.712
```

*Q*
Molecular formula: H6IO3
Method: DFT, ωB97M-V/def2-TZVPD

Computed properties:
**Total charge**: -1
**Multiplicity**: 1
**HOMO energy**: -0.16047 Ha
**Frontier orbital gap**: 7.98 eV

The geometry in XYZ format:
```
10
H6IO3 | the OMol25 dataset | ωB97M-V/def2-TZVPD
O -0.598 1.053 1.445
H -0.081 0.286 1.198
O 1.401 1.174 -0.573
H -0.934 1.393 0.616
O -0.667 -1.699 -1.451
H 0.802 1.878 -0.324
H -0.227 -1.612 -0.605
H 1.212 0.468 0.046
I 0.692 -1.276 0.889
H -1.600 -1.664 -1.241
```

Result of the stability comparison: *P* is the most stable of them.

*P*
Molecular formula: C24H19BF5N3O3S2SbSe4Tc
Method: DFT, ωB97M-V/def2-TZVPD

Computed properties:
**Total charge**: 0
**Multiplicity**: 1
**HOMO energy**: -0.29938 Ha
**Frontier orbital gap**: 6.22 eV

The geometry in XYZ format:
```
63
C24H19BF5N3O3S2SbSe4Tc | the OMol25 dataset | ωB97M-V/def2-TZVPD
H -1.615 3.171 -1.209
C -0.747 5.767 -1.328
O -1.503 -1.934 0.082
F -0.557 -6.377 -3.005
N 0.755 -0.629 3.200
C -2.606 -2.018 0.824
C 0.079 -5.317 -0.997
B 0.842 0.195 0.110
F 1.589 -8.029 -2.832
H 1.855 5.585 -0.394
H -3.728 -1.427 3.964
C 2.031 -6.041 0.146
H -5.811 -2.252 2.949
C 0.947 -5.165 0.082
F 3.298 -7.823 -0.736
C -2.563 -1.640 2.171
H -1.454 -0.803 3.829
H 0.371 7.259 -0.195
S 2.544 -1.592 1.431
C 1.380 -7.113 -1.892
C 0.038 4.544 -0.852
H 3.893 -0.284 3.413
Sb 4.911 -1.865 -2.315
C 0.290 -6.265 -1.981
C 0.066 7.057 -1.224
Se 3.179 -3.617 -1.751
H -3.776 -2.774 -0.798
Se 6.211 -1.193 -0.508
C -0.594 3.293 -0.872
O -0.267 0.885 -0.384
O 1.899 1.054 0.340
Se 1.580 -1.878 -1.598
C 1.437 2.305 -0.017
C -1.150 5.568 -2.796
H 3.110 3.598 0.349
H -5.841 -2.937 0.567
H 0.959 7.024 -1.851
H -0.544 7.896 -1.561
F -1.003 -4.545 -1.104
Se 4.832 -1.233 -4.552
H -2.578 6.802 -0.802
H -1.712 6.434 -3.153
H -1.752 6.066 0.580
N 2.951 -0.405 3.737
C -4.926 -2.570 1.012
H -0.267 5.448 -3.426
C -1.365 -1.172 2.812
C -4.911 -2.186 2.355
C 2.249 -7.007 -0.820
H 2.642 0.127 4.532
N -0.164 -1.158 2.328
Tc 0.314 -1.879 0.393
C 2.085 3.513 0.016
C 1.358 4.627 -0.411
H -1.777 4.685 -2.924
H -2.666 5.060 -0.546
C 2.001 -0.817 2.863
C -3.745 -1.725 2.922
C -2.011 5.929 -0.472
C -3.785 -2.485 0.244
F 2.904 -5.954 1.146
S 0.691 -3.989 1.363
C 0.129 2.206 -0.453
```

*Q*
Molecular formula: C24H19BF5N3O3S2SbSe4Tc
Method: DFT, ωB97M-V/def2-TZVPD

Computed properties:
**Total charge**: 0
**Multiplicity**: 1
**HOMO energy**: -0.29987 Ha
**Frontier orbital gap**: 6.15 eV

The geometry in XYZ format:
```
63
C24H19BF5N3O3S2SbSe4Tc | the OMol25 dataset | ωB97M-V/def2-TZVPD
C -3.553 -1.861 2.810
F 2.887 -8.091 -0.241
S 0.515 -3.900 1.423
C 1.257 4.757 -0.210
C 0.259 -6.251 -1.890
C 0.035 -5.258 -0.956
C 1.385 2.419 0.058
C -0.956 5.788 -2.793
C -0.012 4.657 -0.779
F -0.925 -4.367 -1.224
C -0.790 5.880 -1.269
C 1.725 -6.155 0.442
N -0.030 -1.078 2.185
N 0.897 -0.547 3.061
H 0.017 5.738 -3.285
H -2.726 6.797 -0.936
Se 1.690 -1.802 -1.698
F -0.455 -6.296 -3.014
H -1.524 4.901 -3.079
O -0.221 0.967 -0.554
B 0.857 0.289 0.012
H -1.488 6.664 -3.169
H -5.590 -3.237 0.494
H 4.044 -0.312 3.262
H -1.567 3.253 -1.378
H -2.771 5.036 -0.871
O 1.858 1.164 0.385
O -1.362 -1.870 -0.096
C -2.176 5.912 -0.609
H 2.815 0.210 4.364
Tc 0.451 -1.823 0.275
C -1.215 -1.153 2.680
C -3.589 -2.591 0.133
C -2.446 -2.021 0.683
H -3.525 -1.576 3.855
H -3.571 -2.863 -0.914
C 2.137 -0.776 2.722
C 1.959 -7.164 -0.474
C -2.403 -1.673 2.035
Se 3.083 -3.735 -1.548
C 0.129 2.303 -0.507
F 2.465 -6.142 1.547
H -5.570 -2.564 2.879
C 0.762 -5.169 0.229
H 1.713 5.728 -0.090
C -0.590 3.389 -0.934
Se 6.064 -1.093 -0.991
H 0.095 7.300 0.132
C -0.077 7.192 -0.941
C -4.703 -2.788 0.923
N 3.093 -0.351 3.578
C 1.982 3.642 0.220
Se 4.500 -2.044 -4.883
H -2.086 5.946 0.478
C -4.692 -2.414 2.266
F 1.449 -8.172 -2.536
H 2.967 3.738 0.656
H -0.697 8.029 -1.265
H 0.881 7.272 -1.456
H -1.301 -0.846 3.718
C 1.227 -7.209 -1.649
S 2.672 -1.612 1.303
Sb 4.741 -2.165 -2.570
```

Result of the stability comparison: *P* is the most stable of them.

*P*
Molecular formula: C6H12Cl6
Method: DFT, ωB97M-V/def2-TZVPD

Computed properties:
**Total charge**: 0
**Multiplicity**: 1
**HOMO energy**: -0.39630 Ha
**SMILES**: ClCCCl.ClCCCl.ClCCCl
**Frontier orbital gap**: 11.38 eV

The geometry in XYZ format:
```
24
C6H12Cl6 | the OMol25 dataset | ωB97M-V/def2-TZVPD
H 2.655 -1.859 -2.012
Cl 2.303 -3.717 0.173
C -3.251 3.402 1.644
H 1.971 -3.266 -2.751
H 1.347 -0.682 1.387
C -4.104 2.427 0.929
Cl -2.742 4.628 0.587
Cl 1.839 1.271 -1.058
H 0.943 1.034 1.730
H -4.965 2.938 0.432
H -2.437 2.767 1.971
H -0.412 1.132 -0.352
H -3.778 3.606 2.542
H 0.291 -0.492 -0.886
H -3.508 1.781 0.363
H 3.820 -4.657 -1.534
H 4.341 -3.189 -0.665
C 0.463 0.493 -0.332
Cl -5.027 1.437 2.074
Cl 4.047 -2.777 -3.694
Cl -0.984 -0.019 1.793
C 3.538 -3.632 -1.172
C 0.739 0.187 1.159
C 2.909 -2.814 -2.327
```

*Q*
Molecular formula: C6H12Cl6
Method: DFT, ωB97M-V/def2-TZVPD

Computed properties:
**Total charge**: 0
**Multiplicity**: 1
**HOMO energy**: -0.39125 Ha
**SMILES**: ClCCCl.ClCCCl.ClCCCl
**Frontier orbital gap**: 11.00 eV

The geometry in XYZ format:
```
24
C6H12Cl6 | the OMol25 dataset | ωB97M-V/def2-TZVPD
H 1.873 -1.333 -3.382
C -0.376 -1.271 0.682
H -2.418 4.893 2.457
H 0.447 -3.968 -3.708
H -2.885 3.413 3.267
Cl 0.459 4.534 2.381
Cl -1.137 -0.360 2.079
C 1.759 -2.285 -3.901
Cl -0.917 -2.119 -3.252
Cl -1.871 4.778 4.726
Cl 1.808 -1.893 2.011
H 2.727 -2.784 -3.868
Cl 1.338 -1.926 -5.651
H -1.166 2.961 1.536
H -0.663 2.438 3.035
H 0.779 -3.366 -2.169
H -0.714 -2.306 0.620
C -2.051 4.095 3.103
H 1.372 -0.107 0.608
C 1.124 -1.168 0.597
H -0.806 -0.910 -0.253
C 0.620 -3.024 -3.192
C -0.917 3.363 2.518
H 1.615 -1.657 -0.244
```

Result of the stability comparison: *Q* is the most stable of them.

*P*
Molecular formula: C4H7N3O5
Method: DFT, ωB97M-V/def2-TZVPD

Computed properties:
**Total charge**: 0
**Multiplicity**: 1
**HOMO energy**: -0.35143 Ha
**Frontier orbital gap**: 10.15 eV

The geometry in XYZ format:
```
19
C4H7N3O5 | the OMol25 dataset | ωB97M-V/def2-TZVPD
C -3.102 0.706 -0.549
H -3.241 -1.277 -0.009
O 3.525 0.563 -1.309
H 1.503 1.846 0.535
H -1.120 -2.450 0.575
H -0.017 -1.151 1.560
C -1.155 0.962 0.638
O 2.266 1.665 0.065
H 3.997 1.330 -1.136
N -1.362 -0.407 0.472
O -4.050 1.064 -1.200
O -0.219 1.481 1.158
H -2.490 2.591 0.350
N -2.201 1.635 0.078
H 1.263 -1.399 -0.495
N -2.590 -0.540 -0.291
C 2.347 0.570 -0.677
O 0.333 -1.633 -0.558
C -0.412 -1.476 0.570
```

*Q*
Molecular formula: C4H7N3O5
Method: DFT, ωB97M-V/def2-TZVPD

Computed properties:
**Total charge**: 0
**Multiplicity**: 1
**HOMO energy**: -0.34940 Ha
**SMILES**: CC(C)OC(=O)N(N=O)[N+](=O)[O-]
**Frontier orbital gap**: 9.35 eV

The geometry in XYZ format:
```
19
C4H7N3O5 | the OMol25 dataset | ωB97M-V/def2-TZVPD
H -2.095 0.791 0.121
N 0.037 -3.957 2.191
O -2.098 -2.975 0.116
O -0.647 -1.298 0.793
H -1.124 1.405 -1.115
H 1.727 -1.240 -0.394
C -1.091 0.862 -0.234
C -1.337 -2.347 0.742
O 0.344 -4.654 3.095
O -1.882 -3.559 4.376
H -0.636 1.412 0.528
N -1.092 -3.151 2.376
H 1.536 0.270 -1.255
H -0.824 -1.058 -1.203
H 1.413 0.169 0.425
C 1.150 -0.300 -0.492
N -1.986 -2.982 3.318
O 0.580 -3.809 1.140
C -0.346 -0.471 -0.367
```

Result of the stability comparison: *P* is the most stable of them.